No. 1
An isolated molecule of C3H2BrClF2N2. Source: the Open Molecules 2025 dataset; level of theory: wB97M-V/def2-TZVPD.

Last column: Mulliken charge in e.
Positions of all 11 atoms, in Å:
C: 2.3213 -0.9055 -1.5399  -0.18
C: -1.2377 0.4144 1.1327  -0.21
C: -0.0958 0.4654 0.2084  0.74
N: 1.1699 -0.9015 -1.1556  0.14
N: 0.5047 -0.7831 -0.1091  -0.43
F: 0.8633 1.2174 0.8420  -0.25
F: -0.4312 1.1068 -1.0340  -0.28
Cl: -0.8716 -0.3994 2.5952  -0.10
Br: -2.9254 -0.3687 0.2781  -0.10
H: 2.0749 -1.3077 -2.5796  0.26
H: -1.3724 1.4618 1.3617  0.40

orbital gap: 9.12 eV
highest occupied orbital energy: -10.31 eV
energy above the lowest of the compared OMol25 structures with the same formula, charge and spin: 45.96 kcal/mol

=====

No. 2
A structure of composition C3H2BrF3N2. Source: the Open Molecules 2025 dataset; level of theory: wB97M-V/def2-TZVPD.

Last column: Mulliken charge in e.
Positions of all 11 atoms, in Å:
C: 0.5227 -0.9637 0.4299  -0.14
C: 1.2147 -0.2622 -0.4917  -0.38
C: -0.6401 -0.1803 0.7411  0.20
N: 0.6457 0.9951 -0.6570  0.05
N: -0.5613 0.9878 -0.0152  0.35
F: -1.2262 -0.1103 1.9107  -0.19
F: 0.4998 1.4087 -1.9985  -0.20
F: -0.8061 2.1812 0.6688  -0.20
Br: -2.4880 -1.6221 -0.3891  -0.36
H: 0.7337 -1.9307 0.8378  0.42
H: 2.1052 -0.5034 -1.0367  0.45

orbital gap (alpha / beta): 7.25 / 7.25 eV
highest occupied orbital energy (alpha / beta): -9.20 / -9.20 eV
energy above the lowest of the compared OMol25 structures with the same formula, charge and spin: 36.04 kcal/mol

=====

What is the energy above the lowest of the compared OMol25 structures with the same formula, charge and spin in the second record?
36.04 kcal/mol

=====

Look up the energy above the lowest of the compared OMol25 structures with the same formula, charge and spin of the first one.
45.96 kcal/mol

=====

Repeat the first record exactly.
An isolated molecule of C3H2BrClF2N2. Source: the Open Molecules 2025 dataset; level of theory: wB97M-V/def2-TZVPD.

Last column: Mulliken charge in e.
Positions of all 11 atoms, in Å:
C: 2.3213 -0.9055 -1.5399  -0.18
C: -1.2377 0.4144 1.1327  -0.21
C: -0.0958 0.4654 0.2084  0.74
N: 1.1699 -0.9015 -1.1556  0.14
N: 0.5047 -0.7831 -0.1091  -0.43
F: 0.8633 1.2174 0.8420  -0.25
F: -0.4312 1.1068 -1.0340  -0.28
Cl: -0.8716 -0.3994 2.5952  -0.10
Br: -2.9254 -0.3687 0.2781  -0.10
H: 2.0749 -1.3077 -2.5796  0.26
H: -1.3724 1.4618 1.3617  0.40

orbital gap: 9.12 eV
highest occupied orbital energy: -10.31 eV
energy above the lowest of the compared OMol25 structures with the same formula, charge and spin: 45.96 kcal/mol

=====

Which formula does entry 2 have?
C3H2BrF3N2